No. 1
This record from the OMol25 dataset describes a 8-piece molecular cluster, C42H102F3N8O10 overall at a distorted geometry. The level of theory is ωB97M-V with the def2-TZVPD basis set.

Element x y z (Å)
C (-1.209, 6.701, -2.349)
O (-0.969, 5.964, -3.520)
C (-1.103, 4.557, -3.357)
C (0.132, 3.806, -3.875)
C (0.212, 3.691, -5.427)
C (-1.018, 4.001, -6.275)
O (-1.528, 5.308, -6.129)
C (-2.185, 2.999, -6.133)
F (-2.471, 2.439, -7.354)
F (-1.884, 1.963, -5.300)
F (-3.338, 3.581, -5.671)
C (0.118, 2.397, -3.229)
C (1.353, 1.989, -2.432)
C (1.320, 2.470, -0.984)
C (1.372, 0.449, -2.399)
N (2.563, 2.433, -3.154)
O (3.645, 1.840, -2.845)
C (2.709, 3.888, -3.413)
C (3.451, 4.032, -4.753)
C (3.599, 4.546, -2.352)
C (1.360, 4.611, -3.398)
H (-0.953, 7.736, -2.555)
H (-0.577, 6.368, -1.526)
H (-2.258, 6.656, -2.058)
H (-2.025, 4.232, -3.827)
H (-1.194, 4.337, -2.293)
H (0.989, 4.359, -5.783)
H (0.526, 2.687, -5.701)
H (-0.703, 3.886, -7.312)
H (-0.901, 5.815, -5.613)
H (-0.006, 1.656, -4.011)
H (-0.737, 2.281, -2.566)
H (2.269, 2.274, -0.492)
H (1.096, 3.527, -0.870)
H (0.559, 1.894, -0.465)
H (1.693, 0.096, -3.372)
H (0.341, 0.126, -2.271)
H (1.990, 0.064, -1.601)
H (2.977, 3.402, -5.500)
H (3.352, 5.055, -5.105)
H (4.493, 3.767, -4.646)
H (3.711, 5.589, -2.649)
H (4.587, 4.106, -2.339)
H (3.142, 4.549, -1.370)
H (1.173, 4.967, -2.390)
H (1.438, 5.500, -4.014)
C (-3.127, -0.308, 3.180)
C (-2.018, 0.708, 2.926)
C (-2.256, 1.583, 1.687)
O (-1.995, 0.941, 0.453)
C (-3.047, 0.139, -0.050)
N (-0.730, 0.010, 2.868)
H (-3.070, -1.154, 2.494)
H (-3.043, -0.706, 4.190)
H (-4.111, 0.154, 3.079)
H (-1.996, 1.381, 3.787)
H (-1.556, 2.423, 1.729)
H (-3.267, 2.010, 1.689)
H (-4.024, 0.564, 0.192)
H (-2.990, -0.884, 0.329)
H (-2.939, 0.102, -1.134)
H (0.022, 0.691, 2.819)
H (-0.681, -0.485, 1.982)
C (-3.871, 6.318, 5.282)
C (-3.274, 5.629, 4.058)
C (-4.089, 4.427, 3.559)
O (-3.946, 3.255, 4.335)
C (-4.762, 3.205, 5.494)
N (-1.879, 5.280, 4.343)
H (-3.693, 5.749, 6.195)
H (-3.413, 7.297, 5.418)
H (-4.947, 6.461, 5.169)
H (-3.270, 6.358, 3.241)
H (-3.722, 4.162, 2.563)
H (-5.151, 4.685, 3.450)
H (-5.730, 3.683, 5.329)
H (-4.257, 3.669, 6.346)
H (-4.931, 2.156, 5.737)
H (-1.438, 4.928, 3.498)
H (-1.879, 4.490, 4.982)
C (-6.119, 4.913, 10.824)
C (-5.077, 3.877, 10.415)
C (-3.632, 4.390, 10.472)
O (-3.266, 5.232, 9.396)
C (-3.622, 6.595, 9.536)
N (-5.417, 3.355, 9.089)
H (-6.283, 5.653, 10.041)
H (-7.075, 4.427, 11.014)
H (-5.820, 5.438, 11.733)
H (-5.144, 3.049, 11.127)
H (-2.963, 3.528, 10.400)
H (-3.423, 4.883, 11.430)
H (-3.550, 6.921, 10.578)
H (-4.630, 6.789, 9.163)
H (-2.922, 7.178, 8.938)
H (-4.787, 2.590, 8.864)
H (-5.181, 4.079, 8.416)
C (2.227, -4.605, -6.353)
C (3.234, -4.012, -5.372)
C (2.612, -3.070, -4.333)
O (2.280, -1.786, -4.824)
C (1.036, -1.700, -5.491)
N (4.316, -3.372, -6.125)
H (1.920, -3.881, -7.108)
H (2.670, -5.450, -6.879)
H (1.334, -4.960, -5.835)
H (3.672, -4.845, -4.812)
H (3.353, -2.896, -3.549)
H (1.738, -3.530, -3.854)
H (0.294, -2.370, -5.046)
H (1.134, -1.920, -6.557)
H (0.681, -0.673, -5.394)
H (5.044, -3.078, -5.481)
H (3.955, -2.504, -6.510)
C (5.626, -9.575, -3.904)
C (5.009, -8.750, -2.778)
C (4.487, -7.379, -3.228)
O (5.492, -6.409, -3.445)
C (6.122, -6.458, -4.714)
N (5.979, -8.644, -1.685)
H (6.621, -9.220, -4.173)
H (5.732, -10.613, -3.592)
H (5.001, -9.553, -4.799)
H (4.145, -9.305, -2.402)
H (3.863, -6.973, -2.427)
H (3.851, -7.473, -4.118)
H (5.418, -6.754, -5.497)
H (6.977, -7.138, -4.713)
H (6.486, -5.456, -4.936)
H (5.543, -8.201, -0.881)
H (6.692, -7.980, -1.977)
C (11.927, -9.576, -2.827)
C (10.478, -9.781, -2.398)
C (9.827, -11.045, -2.977)
O (9.452, -10.944, -4.337)
C (10.484, -11.195, -5.272)
N (9.709, -8.575, -2.712)
H (11.999, -9.216, -3.853)
H (12.404, -8.832, -2.191)
H (12.497, -10.504, -2.749)
H (10.473, -9.900, -1.310)
H (8.896, -11.225, -2.434)
H (10.468, -11.924, -2.825)
H (11.169, -11.968, -4.913)
H (11.048, -10.288, -5.503)
H (10.014, -11.544, -6.191)
H (8.775, -8.674, -2.324)
H (9.565, -8.559, -3.718)
C (-10.898, 0.823, 4.946)
C (-10.180, 1.023, 6.277)
C (-9.251, 2.244, 6.308)
O (-8.022, 2.071, 5.629)
C (-8.077, 2.278, 4.229)
N (-9.485, -0.217, 6.634)
H (-10.236, 0.410, 4.186)
H (-11.724, 0.124, 5.068)
H (-11.305, 1.765, 4.571)
H (-10.946, 1.200, 7.037)
H (-8.978, 2.436, 7.348)
H (-9.764, 3.142, 5.938)
H (-8.796, 3.059, 3.963)
H (-8.328, 1.354, 3.704)
H (-7.085, 2.590, 3.902)
H (-9.104, -0.132, 7.572)
H (-8.668, -0.299, 6.035)

## Properties
**Kohn-Sham gap (alpha / beta)**: 8.39 / 9.40 eV
**F_max**: 1.54 eV/A
**Spin multiplicity**: 2
**Net charge**: 0

No. 2
This record from the OMol25 dataset describes H16O8 as an isolated structure at a distorted geometry. The level of theory is ωB97M-V with the def2-TZVPD basis set.

Element x y z (Å)
O (-2.062, -0.329, -2.255)
H (-2.059, -0.516, -3.194)
H (-1.151, -0.121, -2.050)
O (0.912, 1.036, 1.108)
H (0.097, 1.499, 1.300)
H (1.352, 1.585, 0.459)
O (-0.240, -0.282, 0.065)
H (-0.143, 0.062, -0.823)
H (0.422, 0.185, 0.576)
O (2.091, -1.412, 0.599)
H (1.992, -0.762, 1.295)
H (2.535, -0.942, -0.107)
O (-1.867, 0.989, 0.080)
H (-2.645, 0.574, -0.294)
H (-1.209, 0.294, 0.092)
O (-1.325, -1.438, 1.485)
H (-2.215, -1.439, 1.133)
H (-0.762, -1.375, 0.714)
O (2.273, -0.055, 1.970)
H (1.422, 0.311, 1.731)
H (2.626, 0.560, 2.613)
O (-0.138, 0.206, -1.977)
H (0.565, 0.269, -2.623)
H (-0.472, 1.099, -1.897)

## Properties
**Kohn-Sham gap**: 7.89 eV
**F_max**: 14.83 eV/A
**Spin multiplicity**: 1
**Energy above the lowest of the compared OMol25 structures with the same formula, charge and spin**: 415.35 kcal/mol
**Net charge**: 0

No. 3
This record from the OMol25 dataset describes C11H10BrNSeYb as an isolated structure at a distorted geometry. The level of theory is ωB97M-V with the def2-TZVPD basis set.

Element x y z (Å)
C (2.019, -1.130, 0.278)
C (2.458, -1.113, 1.629)
C (1.837, -2.204, 2.279)
H (3.158, -0.406, 2.086)
C (0.918, -2.828, 1.395)
C (1.063, -2.181, 0.125)
H (0.477, -2.387, -0.772)
H (2.336, -0.434, -0.499)
H (2.176, -2.620, 3.217)
H (0.197, -3.612, 1.649)
Yb (-0.078, -0.621, 1.557)
Br (-0.178, 1.844, 0.222)
C (-2.718, 2.542, -2.077)
C (-2.674, 1.412, -2.951)
C (-1.435, 1.462, -3.677)
H (-3.447, 0.660, -3.060)
C (-0.720, 2.623, -3.246)
C (-1.512, 3.295, -2.259)
H (-1.235, 4.197, -1.725)
H (-3.517, 2.793, -1.389)
H (-1.108, 0.755, -4.431)
H (0.252, 2.948, -3.602)
Se (0.930, -2.331, 6.491)
C (0.524, -1.584, 4.904)
N (0.277, -1.078, 3.852)

## Properties
**Kohn-Sham gap (alpha / beta)**: 6.43 / 4.85 eV
**F_max**: 3.38 eV/A
**Spin multiplicity**: 2
**Energy above the lowest of the compared OMol25 structures with the same formula, charge and spin**: 58.90 kcal/mol
**Net charge**: -1

No. 4
This record from the OMol25 dataset describes an isolated molecule of C4H9NO2 at a distorted geometry. The level of theory is ωB97M-V with the def2-TZVPD basis set.

Element x y z (Å)
C (0.378, 0.282, -0.722)
C (-0.955, 0.667, 0.016)
C (-1.825, -0.580, 0.327)
O (-0.614, 1.384, 1.217)
C (1.220, -0.874, -0.214)
N (2.606, -0.591, -0.284)
O (0.812, -1.938, 0.147)
H (0.034, 0.034, -1.719)
H (0.899, 1.250, -0.694)
H (-1.551, 1.392, -0.568)
H (-2.625, -0.090, 0.908)
H (-2.162, -1.042, -0.589)
H (-1.298, -1.273, 0.971)
H (-1.144, 2.187, 1.174)
H (2.853, 0.352, -0.012)
H (3.371, -1.161, 0.041)

## Properties
**Kohn-Sham gap**: 10.55 eV
**F_max**: 2.31 eV/A
**Spin multiplicity**: 1
**Energy above the lowest of the compared OMol25 structures with the same formula, charge and spin**: 26.53 kcal/mol
**Structure (SMILES)**: C[C@@H](O)CC(N)=O
**Net charge**: 0

No. 5
This record from the OMol25 dataset describes C2H3OYb as an isolated structure at a distorted geometry. The level of theory is ωB97M-V with the def2-TZVPD basis set.

Element x y z (Å)
O (0.226, -0.860, 0.232)
Yb (-1.681, -2.113, -0.031)
H (1.046, -1.135, 0.667)
C (0.156, 0.818, -0.242)
C (-0.758, 0.503, 0.731)
H (0.912, 0.867, -1.041)
H (0.099, 1.920, -0.316)

## Properties
**Kohn-Sham gap (alpha / beta)**: 8.79 / 8.05 eV
**F_max**: 3.57 eV/A
**Spin multiplicity**: 2
**Energy above the lowest of the compared OMol25 structures with the same formula, charge and spin**: 131.57 kcal/mol
**Net charge**: +2

> What is the formula in the fifth record?

C2H3OYb

> net charge of number 1 (C42H102F3N8O10)?

0

> Number 3 is which compound?

C11H10BrNSeYb

Repeat the third record exactly.
This record from the OMol25 dataset describes C11H10BrNSeYb as an isolated structure at a distorted geometry. The level of theory is ωB97M-V with the def2-TZVPD basis set.

Element x y z (Å)
C (2.019, -1.130, 0.278)
C (2.458, -1.113, 1.629)
C (1.837, -2.204, 2.279)
H (3.158, -0.406, 2.086)
C (0.918, -2.828, 1.395)
C (1.063, -2.181, 0.125)
H (0.477, -2.387, -0.772)
H (2.336, -0.434, -0.499)
H (2.176, -2.620, 3.217)
H (0.197, -3.612, 1.649)
Yb (-0.078, -0.621, 1.557)
Br (-0.178, 1.844, 0.222)
C (-2.718, 2.542, -2.077)
C (-2.674, 1.412, -2.951)
C (-1.435, 1.462, -3.677)
H (-3.447, 0.660, -3.060)
C (-0.720, 2.623, -3.246)
C (-1.512, 3.295, -2.259)
H (-1.235, 4.197, -1.725)
H (-3.517, 2.793, -1.389)
H (-1.108, 0.755, -4.431)
H (0.252, 2.948, -3.602)
Se (0.930, -2.331, 6.491)
C (0.524, -1.584, 4.904)
N (0.277, -1.078, 3.852)

## Properties
**Kohn-Sham gap (alpha / beta)**: 6.43 / 4.85 eV
**F_max**: 3.38 eV/A
**Spin multiplicity**: 2
**Energy above the lowest of the compared OMol25 structures with the same formula, charge and spin**: 58.90 kcal/mol
**Net charge**: -1